Here is a 2-piece molecular cluster, C3H2F4 overall in a non-equilibrium geometry from the OMol25 dataset. Energies are from ωB97M-V/def2-TZVPD.

Values from the calculation:
Energy above the lowest of the compared OMol25 structures with the same formula, charge and spin (kcal/mol): 72.6
Calculated total energy (a.u.): -514.85134
Maximum force (eV Å⁻¹): 3.83
Net charge: 0
Frontier orbital gap (eV): 10.805

Positions of all 9 atoms, in Å:
C1 2.294 -0.461 -0.726
H1 -1.025 1.415 1.098
F1 -2.412 0.334 -1.015
F2 3.374 -0.199 -0.103
F3 1.723 0.623 -0.839
F4 -1.480 -1.580 -0.419
C2 -1.483 -0.243 -0.224
H2 -0.147 -0.217 1.441
C3 -0.845 0.328 0.787

Atomic partial charges in e from the Mulliken method, atoms 1 to 6:
1 C 0.13
2 H 0.23
3 F -0.21
4 F -0.10
5 F -0.03
6 F -0.21